Entry 1:
The following is a quantum chemistry calculation of C3H4N2O3 in the gas phase, from OMol25.

Each line ends with the natural charge from an NBO analysis.
Geometry (Å):
H -2.593 0.686 -0.165  0.36
N -2.243 -0.248 -0.299  -0.64
C -1.019 -0.296 0.025  0.40
C -0.117 1.086 0.258  -0.17
O 1.269 1.020 -0.326  -0.51
C 1.839 -0.296 -0.107  0.96
O 3.024 -0.206 -0.112  -0.55
O 1.183 -1.385 0.126  -0.34
N -0.227 -1.542 0.099  -0.32
H -0.516 1.960 -0.183  0.21
H -0.128 1.482 1.372  0.20
H -0.471 -2.261 -0.686  0.40

Computed properties:
2S+1	1
HOMO energy	-10.4	eV
SMILES string	[H]/N=C1\COC(=O)ON1
total charge	0
E	-451.82976	Ha
HOMO-LUMO gap	0.4017	hartree

Entry 2:
The following is a quantum chemistry calculation of a 2-piece molecular cluster, C3H4N2O3 overall, from OMol25.

Each line ends with the natural charge from an NBO analysis.
Geometry (Å):
N -0.902 0.118 -1.054  -0.30
C -0.661 0.005 0.067  0.22
C -0.659 -0.309 1.503  0.58
N -1.854 -0.094 2.095  -0.78
O 0.334 -0.719 2.054  -0.53
H -2.659 0.220 1.581  0.41
H -1.939 -0.242 3.088  0.42
O 1.653 1.572 -1.738  -0.58
C 1.962 0.418 -1.687  0.65
O 1.415 -0.592 -2.330  -0.69
H 2.844 0.030 -1.089  0.10
H 0.466 -0.407 -2.489  0.51

Computed properties:
2S+1	1
HOMO energy	-10.5	eV
SMILES string	N#CC(N)=O.O=CO
total charge	0
E	-451.94677	Ha
HOMO-LUMO gap	0.3875	hartree

So what do the calculations give for E_LUMO? Going down the list: 0.52; 0.07 eV.
So what do the calculations give for energy above the lowest of the compared OMol25 structures with the same formula, charge and spin? Going down the list: 94.1; 20.7 kcal/mol.